Entry P
31
Properties=species:S:1:pos:R:3 method="wB97M-V/def2-TZVPD" total_charge=0 smiles="C=CCCC(C)(C)[C@](N)(O)S(=O)(=O)O" orbital_gap_ev=9.97
C -2.68 -0.05 2.94
C -2.59 0.07 1.62
C -1.54 -0.58 0.78
C -0.68 0.50 0.12
C 0.49 0.03 -0.77
C 0.03 -1.02 -1.79
C 1.03 1.26 -1.51
C 1.58 -0.59 0.08
N 2.95 -1.03 -0.85
O 1.22 -1.66 0.81
S 2.41 0.54 1.29
O 1.60 1.54 1.93
O 3.14 -0.37 2.14
O 3.49 1.36 0.39
H -3.45 0.44 3.50
H -1.98 -0.65 3.50
H -3.30 0.68 1.08
H -0.92 -1.24 1.40
H -2.03 -1.18 0.01
H -1.33 1.12 -0.50
H -0.27 1.14 0.91
H -0.32 -1.91 -1.28
H -0.78 -0.62 -2.40
H 0.86 -1.29 -2.43
H 1.43 1.98 -0.81
H 1.80 0.98 -2.22
H 0.22 1.73 -2.06
H 3.61 -1.35 -0.15
H 3.32 -0.16 -1.22
H 1.92 -1.86 1.45
H 3.66 2.22 0.79



Entry Q
31
Properties=species:S:1:pos:R:3 method="wB97M-V/def2-TZVPD" total_charge=0 orbital_gap_ev=9.56
C -1.60 3.35 4.00
C -1.48 2.62 2.66
C -0.74 1.29 2.87
N 0.37 1.10 1.93
C 0.00 0.65 0.65
C -0.95 -0.50 0.43
O -0.85 -0.53 -1.01
C -0.84 0.80 -1.37
O -0.97 1.16 -2.43
O -0.61 1.57 -0.27
H -1.78 2.64 4.79
H -0.67 3.85 4.23
H -2.42 4.06 4.00
H -2.49 2.39 2.32
H -0.96 3.25 1.96
H -0.29 1.35 3.85
H -1.44 0.46 2.91
H 1.08 0.50 2.31
H 0.93 0.35 0.15
H -0.79 -1.42 0.96
H -1.94 -0.07 0.57
C 1.52 -1.61 -3.25
S 1.43 -3.32 -2.69
O 2.51 -3.50 -1.68
C 2.01 -4.04 -4.23
H 1.23 -0.97 -2.42
H 2.54 -1.38 -3.56
H 0.82 -1.46 -4.07
H 3.00 -3.65 -4.48
H 1.30 -3.82 -5.03
H 2.08 -5.12 -4.09



Relative to the most stable structure, the computed energies are entry P 0.0; entry Q 24.1, all in kJ/mol.



Entry P
8
Properties=species:S:1:pos:R:3 method="wB97M-V/def2-TZVPD" total_charge=0 smiles=FC(F)(F)S.N#N orbital_gap_ev=10.97
F -1.19 0.23 1.22
C -1.29 -0.27 -0.08
F -1.85 -1.47 -0.07
F -2.00 0.58 -0.73
S 0.41 -0.37 -0.90
H 0.36 -1.68 -1.14
N 2.66 1.06 0.53
N 2.89 1.92 1.16



Entry Q
8
Properties=species:S:1:pos:R:3 method="wB97M-V/def2-TZVPD" total_charge=0 smiles=FC(F)(F)S.N#N orbital_gap_ev=11.17
F -0.98 1.89 0.60
C -1.09 0.71 -0.05
F -2.29 0.66 -0.63
F -0.11 0.67 -1.01
S -0.84 -0.64 1.20
H -0.91 -1.58 0.40
N 2.77 -1.30 -0.27
N 3.45 -0.42 -0.24



Relative to the most stable structure, the computed energies are entry P 8.0; entry Q 0.0, all in kJ/mol.



Entry P
37
Properties=species:S:1:pos:R:3 method="wB97M-V/def2-TZVPD" total_charge=-1 orbital_gap_ev=3.54
O 1.00 0.01 0.41
V 1.39 1.19 1.40
O 2.94 1.37 1.10
C -0.51 0.60 5.08
O -1.29 0.77 4.09
O 0.65 0.37 4.81
O -1.03 0.71 6.12
C 2.11 5.94 1.75
C 1.91 5.58 0.29
O 0.76 4.74 0.05
O 1.74 4.89 2.63
H 1.49 6.79 2.03
H 3.09 6.38 1.96
H 2.83 5.00 0.16
H 2.11 6.44 -0.34
H 0.10 5.34 -0.29
H 2.06 5.02 3.53
C 0.41 -6.73 0.24
C 0.51 -5.45 1.03
O 1.86 -5.32 1.65
O -0.55 -6.88 -0.78
H 0.23 -7.53 0.96
H 1.30 -7.09 -0.27
H -0.24 -5.40 1.82
H 0.35 -4.65 0.31
H 1.82 -4.96 2.54
H -0.53 -6.20 -1.46
C -2.97 0.54 -4.22
C -2.97 -0.97 -4.07
O -2.37 -1.40 -2.86
O -1.67 1.13 -4.32
H -3.48 1.14 -3.46
H -3.49 0.69 -5.16
H -2.27 -1.39 -4.79
H -3.92 -1.46 -4.26
H -1.80 -0.72 -2.49
H -1.54 1.52 -5.18



Entry Q
37
Properties=species:S:1:pos:R:3 method="wB97M-V/def2-TZVPD" total_charge=-1 orbital_gap_ev=3.65
O 0.52 -0.89 -1.17
V 1.17 -0.69 -2.65
O 1.95 -1.97 -3.12
C 4.03 2.35 -3.67
O 3.32 1.84 -4.54
O 3.83 2.01 -2.53
O 4.75 3.31 -3.77
C -3.81 4.11 3.28
C -2.87 3.36 2.38
O -1.51 3.77 2.60
O -3.60 3.87 4.62
H -4.83 3.79 3.07
H -3.74 5.19 3.23
H -3.10 3.55 1.33
H -2.86 2.29 2.21
H -0.94 2.99 2.66
H -4.52 3.90 4.90
C 4.13 -4.62 3.22
C 3.40 -3.28 3.33
O 3.99 -2.52 4.43
O 5.50 -4.52 3.06
H 3.65 -5.09 2.36
H 4.09 -5.32 4.06
H 2.34 -3.45 3.49
H 3.57 -2.69 2.43
H 4.90 -2.36 4.14
H 5.69 -4.52 2.11
C -2.93 0.25 -4.56
C -3.29 -1.14 -3.95
O -2.15 -2.01 -3.98
O -1.95 0.93 -3.75
H -3.84 0.85 -4.63
H -2.57 0.13 -5.58
H -4.21 -1.58 -4.35
H -3.47 -0.89 -2.91
H -2.65 -2.79 -3.73
H -2.02 1.85 -4.01



Relative to the most stable structure, the computed energies are entry P 6.8; entry Q 0.0, all in kJ/mol.



Entry P
16
Properties=species:S:1:pos:R:3 method="wB97M-V/def2-TZVPD" total_charge=0 smiles="CNC(=O)O.O.O" orbital_gap_ev=10.18
C -2.04 0.18 -0.35
N -0.88 -0.33 -1.05
C 0.25 -0.78 -0.45
O 1.00 -1.58 -0.96
O 0.45 -0.27 0.79
H -2.34 1.14 -0.74
H -2.89 -0.47 -0.42
H -1.77 0.35 0.65
H -0.94 -0.66 -1.99
H 1.31 0.16 0.91
O 2.96 0.36 -2.86
H 3.09 0.40 -1.91
H 2.81 1.27 -3.11
O 0.01 0.04 3.85
H -0.44 0.85 4.10
H -0.59 -0.64 3.54



Entry Q
16
Properties=species:S:1:pos:R:3 method="wB97M-V/def2-TZVPD" total_charge=0 smiles="CNC(=O)O.O.O" orbital_gap_ev=10.62
C -0.22 -1.64 -1.60
N -0.38 -0.28 -1.03
C -0.11 -0.10 0.34
O 0.06 0.97 0.82
O 0.02 -1.25 1.06
H -1.19 -2.13 -1.47
H -0.10 -1.73 -2.68
H 0.56 -2.23 -1.15
H 0.12 0.36 -1.63
H -0.40 -1.99 0.61
O 0.37 1.92 -2.81
H -0.50 2.19 -3.08
H 0.61 2.61 -2.20
O 0.17 1.17 5.27
H 0.12 0.44 4.66
H 0.88 1.69 4.88



Relative to the most stable structure, the computed energies are entry P 11.9; entry Q 0.0, all in kJ/mol.



Entry P
14
Properties=species:S:1:pos:R:3 method="wB97M-V/def2-TZVPD" total_charge=+1 smiles="[NH3+]CCC(=O)O" orbital_gap_ev=12.41
N 1.36 0.04 -0.03
C 0.19 0.81 0.41
C -0.97 -0.16 0.39
C -0.99 -0.88 -0.94
O -0.02 -1.25 -1.59
O -2.21 -1.10 -1.34
H 2.15 0.64 -0.29
H 1.68 -0.59 0.72
H 1.06 -0.58 -0.88
H 0.02 1.63 -0.29
H 0.35 1.24 1.41
H -0.86 -0.91 1.18
H -1.93 0.33 0.53
H -2.27 -1.59 -2.18



Entry Q
14
Properties=species:S:1:pos:R:3 method="wB97M-V/def2-TZVPD" total_charge=+1 orbital_gap_ev=9.82
C 1.75 -0.87 -0.06
C -1.28 -1.04 -0.35
C 0.51 -0.13 0.35
N 0.49 1.18 -0.37
O 2.46 -0.39 -0.90
O 0.27 0.12 1.67
H 1.95 -1.81 0.46
H -2.01 -0.36 0.04
H -1.13 -1.06 -1.42
H -1.26 -2.02 0.11
H 1.43 1.25 -0.83
H -0.25 1.24 -1.08
H 0.36 1.93 0.33
H 0.39 -0.65 2.24



Relative to the most stable structure, the computed energies are entry P 0.0; entry Q 300.8, all in kJ/mol.



Entry P
12
Properties=species:S:1:pos:R:3 method="wB97M-V/def2-TZVPD" total_charge=0 smiles="C=CNC(N)=S" orbital_gap_ev=8.79
C -2.29 -0.50 -0.02
C -1.00 -0.92 0.07
N -0.07 0.08 -0.06
C 1.22 -0.04 0.02
N 1.93 1.15 0.04
S 2.21 -1.44 -0.04
H -3.15 -1.20 0.08
H -2.44 0.56 -0.33
H -0.57 -1.90 0.32
H -0.39 1.02 -0.22
H 1.57 2.01 0.26
H 2.98 1.19 -0.12



Entry Q
12
Properties=species:S:1:pos:R:3 method="wB97M-V/def2-TZVPD" total_charge=0 orbital_gap_ev=9.31
C -0.33 -1.05 -1.04
C 0.90 -0.07 -0.94
C -1.27 0.15 0.55
N -1.37 -0.88 -0.34
N 1.05 0.74 1.79
S 0.42 1.12 0.44
H -0.08 -1.83 -1.78
H 1.75 -0.63 -0.98
H 0.89 0.52 -1.90
H -2.15 0.75 0.32
H -1.51 -0.23 1.57
H 1.69 1.41 2.31



Relative to the most stable structure, the computed energies are entry P 0.0; entry Q 240.6, all in kJ/mol.